1.
{
  "formula": "C36H44MnN2Si",
  "method": "wB97M-V/def2-TZVPD",
  "species": ["C", "C", "C", "H", "C", "C", "H", "H", "H", "H", "Mn", "C", "H", "H", "H", "Si", "C", "C", "H", "C", "H", "C", "H", "C", "H", "C", "H", "C", "C", "H", "C", "H", "C", "H", "C", "H", "C", "H", "H", "H", "C", "C", "C", "C", "C", "C", "C", "N", "C", "C", "C", "C", "C", "C", "C", "N", "C", "C", "C", "C", "H", "H", "H", "H", "H", "H", "H", "H", "H", "H", "H", "H", "H", "H", "H", "H", "H", "H", "H", "H", "H", "H", "H", "H"],
  "xyz": [[0.31, 2.05, -0.81], [-0.76, 2.34, -1.71], [-1.79, 3.02, -1.01], [-0.75, 2.16, -2.78], [-1.31, 3.29, 0.32], [0.01, 2.71, 0.44], [0.69, 2.82, 1.28], [1.24, 1.55, -1.07], [-2.72, 3.36, -1.45], [-1.82, 3.91, 1.05], [-1.44, 1.10, 0.25], [-2.10, -1.99, -3.89], [-2.94, -1.93, -3.19], [-1.73, -3.02, -4.00], [-2.46, -1.70, -4.90], [-1.00, -0.24, -4.55], [0.73, -0.31, -5.11], [1.47, 0.89, -5.02], [0.95, 1.85, -4.92], [2.87, 0.85, -4.98], [3.44, 1.77, -4.85], [3.53, -0.38, -5.08], [4.62, -0.41, -5.01], [2.80, -1.56, -5.26], [3.32, -2.51, -5.36], [1.40, -1.53, -5.31], [0.83, -2.44, -5.46], [-2.17, 1.06, -5.12], [-1.82, 1.93, -6.18], [-0.98, 1.68, -6.83], [-2.52, 3.12, -6.36], [-2.21, 3.80, -7.15], [-3.58, 3.47, -5.52], [-4.09, 4.43, -5.62], [-3.98, 2.58, -4.51], [-4.79, 2.83, -3.84], [-3.29, 1.37, -4.33], [-3.60, 0.68, -3.54], [-0.72, 0.33, -3.20], [-1.15, -1.41, -3.44], [1.41, -4.64, 3.16], [1.16, -4.46, 1.66], [2.39, -4.97, 0.89], [-0.06, -5.31, 1.26], [0.88, -3.00, 1.31], [0.70, -2.66, -0.04], [0.15, -1.42, -0.38], [-0.29, -0.57, 0.58], [0.03, -0.81, 1.89], [0.65, -2.01, 2.27], [-0.36, 0.23, 2.84], [0.25, 0.43, 4.09], [-0.12, 1.53, 4.87], [-1.23, 2.29, 4.45], [-1.78, 2.06, 3.20], [-1.31, 1.09, 2.37], [0.78, 1.96, 6.03], [2.08, 2.56, 5.45], [0.11, 3.02, 6.91], [1.16, 0.76, 6.91], [1.59, -5.70, 3.38], [0.54, -4.32, 3.74], [2.29, -4.07, 3.49], [2.59, -6.01, 1.16], [2.23, -4.92, -0.19], [3.27, -4.37, 1.14], [-0.95, -4.95, 1.79], [-0.25, -5.25, 0.18], [0.10, -6.36, 1.53], [0.94, -3.36, -0.84], [0.03, -1.11, -1.42], [0.87, -2.16, 3.33], [1.07, -0.24, 4.36], [-1.64, 3.10, 5.06], [-2.60, 2.67, 2.82], [1.85, 3.43, 4.82], [2.73, 2.90, 6.27], [2.62, 1.83, 4.85], [-0.83, 2.64, 7.33], [0.78, 3.28, 7.73], [-0.08, 3.94, 6.34], [0.26, 0.27, 7.30], [1.76, 0.02, 6.37], [1.75, 1.11, 7.77]],
  "total_charge": 1,
  "orbital_gap_ev": [2.893, 6.198],
  "multiplicity": 5,
  "homo_ha": [-0.2391, -0.3610]
}

2.
{
  "formula": "C21H35NO6",
  "method": "wB97M-V/def2-TZVPD",
  "species": ["C", "C", "C", "C", "C", "C", "H", "H", "C", "N", "C", "H", "H", "C", "H", "O", "C", "H", "C", "O", "C", "C", "O", "C", "C", "O", "C", "C", "O", "C", "C", "O", "C", "C", "H", "H", "H", "H", "H", "H", "H", "H", "H", "H", "H", "H", "H", "H", "H", "H", "H", "H", "H", "H", "H", "H", "H", "H", "H", "H", "H", "H", "H"],
  "xyz": [[-5.08, -0.52, 2.20], [-4.57, -1.80, 2.36], [-3.70, -2.32, 1.42], [-3.34, -1.58, 0.31], [-3.85, -0.30, 0.15], [-4.72, 0.23, 1.09], [-5.12, 1.22, 0.96], [-3.56, 0.27, -0.72], [-2.37, -2.10, -0.73], [-1.22, -1.22, -0.80], [-0.57, -1.08, -2.09], [-1.12, -1.64, -2.84], [0.46, -1.44, -2.06], [-0.56, 0.40, -2.50], [-0.03, 0.52, -3.46], [-1.90, 0.84, -2.64], [-2.06, 2.23, -2.62], [-1.42, 2.71, -3.37], [-1.76, 2.87, -1.26], [-0.45, 3.40, -1.29], [0.08, 3.76, -0.03], [0.75, 2.56, 0.66], [1.23, 2.98, 1.92], [2.09, 2.04, 2.53], [3.51, 2.03, 1.93], [3.65, 1.33, 0.72], [3.78, -0.07, 0.83], [4.32, -0.59, -0.50], [4.79, -1.92, -0.43], [3.95, -2.91, -0.96], [2.73, -3.25, -0.09], [1.74, -2.27, -0.28], [0.57, -2.50, 0.46], [-0.35, -1.27, 0.34], [0.30, -0.39, 0.31], [-0.98, -1.21, 1.24], [0.83, -2.66, 1.52], [0.06, -3.41, 0.10], [2.35, -4.24, -0.38], [3.03, -3.29, 0.97], [4.58, -3.80, -1.04], [3.59, -2.63, -1.95], [5.18, 0.04, -0.77], [3.55, -0.48, -1.28], [4.49, -0.32, 1.63], [2.81, -0.54, 1.06], [4.21, 1.64, 2.68], [3.78, 3.07, 1.70], [1.66, 1.03, 2.49], [2.16, 2.35, 3.58], [0.01, 1.75, 0.80], [1.56, 2.20, 0.03], [-0.70, 4.18, 0.62], [0.83, 4.53, -0.22], [-2.47, 3.68, -1.06], [-1.87, 2.11, -0.48], [-3.11, 2.39, -2.89], [-0.03, 0.99, -1.75], [-2.87, -2.08, -1.70], [-2.10, -3.15, -0.50], [-3.30, -3.32, 1.55], [-4.85, -2.39, 3.22], [-5.76, -0.12, 2.93]],
  "total_charge": 0,
  "orbital_gap_ev": 8.950,
  "smiles": "c1ccc(CN2CCOCCOCCOCCOCCOCCOCC2)cc1",
  "homo_ha": -0.3003
}

Number 1: DFT total energy -80213.714 eV. Number 2: DFT total energy -36117.058 eV.